DFT (ωB97M-V with the def2-TZVPD basis set) results for an isolated molecule of CH3NO at a distorted geometry.

Properties
**Energy above the lowest of the compared OMol25 structures with the same formula, charge and spin**: 101.3 kcal per mole
**Net charge**: 0
**E**: -4619.02902 eV
**Frontier orbital gap**: 10.875 eV

XYZ file:
```
6
Properties=species:S:1:pos:R:3:forces:R:3:mulliken_charge:R:1
C 0.15057 0.30509 -0.35836 -0.025 6.027 0.224 0.06
N -0.59742 -0.84905 -0.57658 -1.628 -4.164 3.528 -0.41
O 0.63436 -0.60058 -1.19849 2.526 -1.621 -2.136 -0.26
H -0.12385 1.37034 -0.86875 -0.263 -2.666 0.867 0.16
H 0.71347 0.63382 0.51309 0.004 -1.107 0.502 0.19
H -0.38106 -1.72982 0.31064 -0.614 3.530 -2.986 0.26
```
Positions in Å, forces in eV/Å.